# 1
DFT (wB97M-V/def2-TZVPD) results for a 2-piece molecular cluster, C2H5O3S overall in a non-equilibrium geometry.

Properties
- Total charge: -1
- Energy above the lowest of the compared OMol25 structures with the same formula, charge and spin: 102.9 kcal/mol
- 2S+1: 1
- E: -19129.20083 eV
- Frontier orbital gap (spin up / spin down): 0.30091 / 0.30089 Ha
- F_max: 0.0428 Eh/bohr

Last column: Mulliken charge in e.
Geometry (Å):
C (-1.94, -0.09, -0.51)  -0.57
C (1.04, 0.14, 0.78)  -0.21
O (-0.44, -3.27, 0.24)  -0.62
O (0.58, -2.00, -1.53)  -0.54
O (1.24, -1.28, 0.90)  -0.40
S (-0.03, -1.95, -0.24)  0.60
H (-2.55, -0.35, 0.49)  0.15
H (-2.29, -0.94, -1.16)  0.14
H (1.93, 0.44, 0.21)  0.18
H (0.85, 0.61, 1.84)  0.15
H (0.05, 0.24, 0.21)  0.11



# 2
DFT (wB97M-V/def2-TZVPD) results for an isolated ion of composition C2H5O3S3 and charge -1 in a non-equilibrium geometry.

Properties
- Total charge: -1
- Energy above the lowest of the compared OMol25 structures with the same formula, charge and spin: 2.8 kcal/mol
- SMILES string: CC(S)(S)S(=O)(=O)[O-]
- 2S+1: 1
- E: -40804.45966 eV
- Frontier orbital gap: 0.29701 Ha
- F_max: 0.0751 Eh/bohr

Last column: Mulliken charge in e.
Geometry (Å):
C (-1.18, -0.51, -0.71)  -1.07
C (0.26, -0.11, -0.36)  0.06
S (1.05, -1.64, 0.52)  -0.26
S (1.36, 0.47, -1.60)  -0.19
S (0.35, 1.09, 1.03)  1.06
O (1.70, 1.23, 1.41)  -0.56
O (-0.43, 0.48, 2.19)  -0.71
O (-0.26, 2.28, 0.41)  -0.66
H (-1.63, 0.37, -1.13)  0.32
H (-1.73, -0.69, 0.30)  0.28
H (-1.31, -1.39, -1.29)  0.40
H (0.55, -0.94, 1.60)  0.24
H (1.29, -0.63, -2.35)  0.10



# 3
DFT (wB97M-V/def2-TZVPD) results for a 2-piece molecular cluster, C2H5O3S3 overall in a non-equilibrium geometry.

Properties
- Total charge: -1
- Energy above the lowest of the compared OMol25 structures with the same formula, charge and spin: 19.6 kcal/mol
- 2S+1: 1
- E: -40803.73384 eV
- Frontier orbital gap: 0.29469 Ha
- F_max: 0.0830 Eh/bohr

Last column: Mulliken charge in e.
Geometry (Å):
C (0.44, -1.26, -1.25)  -1.02
C (0.78, -0.02, -0.49)  0.22
O (0.05, 2.14, 1.10)  -0.59
O (-1.65, 0.74, 0.18)  -0.67
O (-0.15, 2.12, -1.34)  -0.66
S (-0.38, -0.85, 2.23)  -0.50
S (2.36, 0.15, -0.04)  -0.26
S (-0.36, 1.36, -0.05)  1.09
H (0.44, -0.94, -2.32)  0.33
H (-0.69, -1.42, -1.13)  0.24
H (0.95, -2.18, -1.02)  0.34
H (-1.49, -0.33, 1.47)  0.29
H (-0.31, 0.48, 2.67)  0.19



# 4
DFT (wB97M-V/def2-TZVPD) results for a 2-piece molecular cluster, C2H5O3S3 overall in a non-equilibrium geometry.

Properties
- Total charge: -1
- Energy above the lowest of the compared OMol25 structures with the same formula, charge and spin: 19.8 kcal/mol
- 2S+1: 1
- E: -40803.72520 eV
- Frontier orbital gap: 0.28118 Ha
- F_max: 0.1048 Eh/bohr

Last column: Mulliken charge in e.
Geometry (Å):
C (1.06, -0.08, 1.35)  -0.79
C (-0.18, -0.80, 1.24)  0.10
O (-1.67, 0.64, -0.64)  -0.67
O (-1.83, -1.80, -0.53)  -0.68
O (0.30, -0.69, -1.21)  -0.71
S (0.48, 1.81, -2.55)  -0.45
S (-1.16, -1.41, 2.46)  -0.21
S (-0.93, -0.64, -0.41)  1.18
H (1.76, -0.60, 0.79)  0.29
H (1.48, -0.08, 2.47)  0.29
H (0.85, 1.08, 1.11)  0.23
H (0.61, 0.58, -1.99)  0.27
H (-0.76, 1.99, -2.09)  0.15



# 5
DFT (wB97M-V/def2-TZVPD) results for a 2-piece molecular cluster, C2H5O4S2 overall in a non-equilibrium geometry.

Properties
- Total charge: -1
- Energy above the lowest of the compared OMol25 structures with the same formula, charge and spin: 5.2 kcal/mol
- 2S+1: 1
- E: -32017.16968 eV
- Frontier orbital gap: 0.30164 Ha
- F_max: 0.0567 Eh/bohr

Last column: Mulliken charge in e.
Geometry (Å):
C (-1.00, -1.67, -0.55)  -0.86
C (0.57, 1.32, 1.38)  0.57
O (0.73, -1.95, -2.41)  -0.64
O (-0.05, 0.36, -1.74)  -0.33
O (0.72, 1.66, 2.80)  -0.49
O (0.58, 0.10, 1.22)  -0.56
S (0.52, 2.68, 0.36)  -0.66
S (0.56, -1.04, -1.26)  0.56
H (-1.73, -1.43, -1.28)  0.30
H (-1.11, -1.13, 0.31)  0.33
H (-0.93, -2.75, -0.35)  0.28
H (0.89, 2.62, 2.92)  0.27
H (0.26, 1.25, -1.39)  0.22



# 6
DFT (wB97M-V/def2-TZVPD) results for a 2-piece molecular cluster, C2H5OP overall in a non-equilibrium geometry.

Properties
- Energy above the lowest of the compared OMol25 structures with the same formula, charge and spin: 55.6 kcal/mol
- SMILES string: C=O.C=P
- 2S+1: 1
- E: -13488.46494 eV
- Frontier orbital gap: 0.37227 Ha
- F_max: 0.0597 Eh/bohr

Last column: Mulliken charge in e.
Geometry (Å):
C (-2.35, -0.12, 1.48)  -0.15
O (-1.75, -0.13, 0.46)  -0.33
H (-3.43, -0.38, 1.46)  0.25
H (-1.74, 0.06, 2.40)  0.22
C (2.28, -0.10, -1.22)  -0.42
P (1.34, 0.78, -0.17)  -0.06
H (3.24, -0.46, -0.85)  0.25
H (2.08, -0.53, -2.25)  0.22
H (0.32, 0.88, -1.31)  0.02



# 7
DFT (wB97M-V/def2-TZVPD) results for one molecule with the formula C2H5OP in a non-equilibrium geometry.

Properties
- Energy above the lowest of the compared OMol25 structures with the same formula, charge and spin: 17.3 kcal/mol
- SMILES string: CCP=O
- 2S+1: 1
- E: -13490.12532 eV
- Frontier orbital gap: 0.31164 Ha
- F_max: 0.1057 Eh/bohr

Last column: Mulliken charge in e.
Geometry (Å):
C (-0.54, 0.18, -0.53)  -0.99
C (0.70, 0.01, 0.41)  -0.62
P (2.56, -0.02, -0.26)  0.38
O (3.31, -0.60, 0.83)  -0.37
H (-1.52, 0.25, -0.21)  0.37
H (-0.34, 1.19, -1.08)  0.24
H (-0.47, -0.58, -1.22)  0.34
H (0.61, 0.86, 1.12)  0.33
H (0.74, -0.99, 0.77)  0.34



# 8
DFT (wB97M-V/def2-TZVPD) results for a 2-piece molecular cluster, C2H5OS overall in a non-equilibrium geometry.

Properties
- Total charge: -1
- Energy above the lowest of the compared OMol25 structures with the same formula, charge and spin: 20.0 kcal/mol
- 2S+1: 1
- E: -15037.70491 eV
- Frontier orbital gap: 0.26451 Ha
- F_max: 0.0309 Eh/bohr

Last column: Mulliken charge in e.
Geometry (Å):
S (0.90, -2.71, -1.18)  -0.84
H (0.02, -3.68, -1.53)  -0.02
C (-0.53, 1.71, 0.93)  -0.69
C (0.19, 0.92, 0.12)  0.08
O (-0.26, 0.09, -0.86)  -0.41
H (-0.07, 1.80, 1.92)  0.19
H (-1.57, 2.02, 0.91)  0.28
H (1.27, 0.72, 0.30)  0.27
H (0.06, -0.86, -0.60)  0.15